Molecular formula: C23H16Cl5N5O8W
Method: DFT, ωB97M-V with the def2-TZVPD basis set

Its LUMO energy (spin up / spin down) is -1.23 / -1.41 eV. Its expectation value of S² is 2.032. The calculation puts the energy above the lowest of the compared OMol25 structures with the same formula, charge and spin at 71.4 kcal/mol.

The geometry in ORCA input format:
```
! RIJCOSX wB97M-V def2-TZVPD def2/J DEFGRID3
* xyz 0 3
O 2.479 -0.150 3.636
O -1.853 -0.217 1.802
N -0.144 -0.766 -1.991
Cl -4.290 0.254 -1.256
N 0.095 1.502 1.550
H 2.182 0.078 0.079
Cl -2.547 2.573 -5.830
C -0.398 2.740 1.450
H 3.849 -3.800 0.786
H -0.389 -3.040 0.769
H 2.043 2.087 4.212
C -3.006 1.007 -2.143
C 2.103 -0.987 0.280
C -0.851 2.002 -2.242
O -2.678 -3.294 -1.719
H -0.727 -2.447 -3.188
H -3.935 -2.007 0.393
Cl 0.774 2.190 -1.546
H 5.767 0.271 -0.248
N -2.011 -1.589 -0.347
O -1.854 4.047 0.040
O -2.034 1.804 0.070
C -2.692 -1.263 1.951
H 2.556 -1.066 3.959
C 3.205 -1.808 0.403
N 0.847 -1.434 0.409
C -2.237 2.068 -4.210
C 4.628 -1.321 0.269
W -0.785 0.030 0.137
C -1.173 -1.661 -2.580
O 0.564 -1.093 2.942
H 0.017 0.021 -2.615
N 4.819 -0.061 -0.187
C -2.885 -2.078 0.699
H 0.732 -1.284 -1.931
C 1.255 -0.118 3.043
O -3.223 -1.509 2.997
C 1.364 2.327 3.411
C -3.210 1.381 -3.452
C -1.494 2.978 0.448
Cl -4.707 0.995 -4.223
O 5.542 -2.064 0.555
H -0.478 4.774 2.025
H -1.821 -1.066 -3.224
C -1.779 1.265 -1.461
C 0.907 1.296 2.606
C 0.922 3.627 3.218
H 4.072 0.562 -0.430
C 1.697 -3.618 0.813
H 1.483 -4.655 1.028
C 0.640 -2.729 0.672
H 1.270 4.436 3.842
C -0.019 3.817 2.231
Cl 0.211 3.185 -4.430
C -2.030 -2.277 -1.506
C 2.988 -3.152 0.682
H -2.709 -3.135 0.924
C -1.053 2.369 -3.572
*
```

---

Molecular formula: C23H16CuO5Sb
Method: DFT, ωB97M-V with the def2-TZVPD basis set

Its LUMO energy (spin up / spin down) is -3.94 / -3.99 eV. Its expectation value of S² is 0.755.

The geometry in ORCA input format:
```
! RIJCOSX wB97M-V def2-TZVPD def2/J DEFGRID3
* xyz 1 2
C 2.964 -2.379 -2.212
C 5.365 -2.345 -3.822
C -1.284 -1.792 0.167
O 6.207 -2.884 -4.404
C -2.764 -4.125 0.652
C -0.361 1.713 2.564
C 0.979 -0.264 2.909
C -2.406 -1.768 0.996
C -0.840 -3.023 -0.341
C -2.250 1.453 -1.573
O 2.525 2.688 -1.878
H -3.347 -5.041 0.807
H 3.358 0.389 -2.445
C 1.589 -0.201 -3.659
C 0.610 1.279 4.734
H -2.665 -0.853 1.511
Cu 2.161 -0.545 -1.634
H 1.367 -1.213 2.542
H 1.735 -0.586 4.914
C -2.370 3.834 -2.024
H -4.034 -2.861 1.837
C -3.158 -2.908 1.219
O 4.335 -0.230 0.645
H 0.291 3.136 -0.049
O 2.914 -3.520 -2.209
H -1.253 -5.148 -0.537
C 3.890 -0.254 -0.425
H -2.624 0.444 -1.722
Sb -0.110 -0.030 0.044
H -0.630 3.029 4.265
C 1.176 0.079 4.250
C 0.245 0.563 2.046
C -0.167 2.111 3.889
H -2.905 4.707 -2.468
H -3.829 2.371 -2.769
C -1.184 4.045 -1.263
C 2.842 1.572 -2.072
C -0.599 2.942 -0.644
C -1.591 -4.191 -0.121
C -2.909 2.527 -2.186
H 0.114 -3.105 -0.871
H 0.745 1.558 5.794
H -0.753 5.047 -1.143
H -1.023 2.289 1.927
O 0.773 -0.157 -4.485
C -1.129 1.645 -0.757
*
```

---

Molecular formula: C23H16IN4O7PS
Method: DFT, ωB97M-V with the def2-TZVPD basis set

Its LUMO energy is -1.67 eV. Its structure (SMILES) is NP(O)c1c(I)ccc2c1C(=O)C(N=C=S)=CC2=O.O=[N+]([O-])c1ccccc1.O=[N+]([O-])c1ccccc1.

The geometry in ORCA input format:
```
! RIJCOSX wB97M-V def2-TZVPD def2/J DEFGRID3
* xyz 0 1
C 5.740 -1.179 0.011
O -1.140 2.408 -2.198
H -1.027 -5.313 -1.624
C -1.116 2.375 -0.984
C -1.889 3.361 -0.168
H 4.443 0.312 0.826
C -3.295 -3.773 -3.617
C 3.457 -2.765 -0.197
C -1.279 -3.198 -1.852
C -2.600 -4.806 -3.002
O 0.400 -3.815 -0.395
N 7.100 -2.985 -0.956
O 8.072 -2.268 -0.831
O 7.124 -4.103 -1.430
C -3.407 5.207 -0.190
O -0.937 2.212 3.108
C -2.971 -2.450 -3.346
C 4.680 -3.266 -0.614
C -1.036 2.322 1.913
C -0.342 1.349 -0.279
H -3.511 -1.647 -3.828
O -3.199 3.102 4.266
H -0.841 3.831 4.807
C -2.663 4.276 -0.870
C -1.954 -2.152 -2.454
C -1.856 3.382 1.235
N -1.055 4.686 4.301
H -2.687 4.237 -1.950
H 4.766 -4.264 -1.018
C -1.579 -4.523 -2.110
H 2.413 -1.089 0.635
N 0.434 0.355 1.754
H -2.853 -5.835 -3.216
C 4.511 -0.689 0.423
C -0.098 -0.589 2.301
C -0.310 1.327 1.049
H 6.635 -0.581 0.086
C 5.799 -2.461 -0.503
H -4.093 -4.000 -4.311
S -0.674 -1.840 3.014
I -4.556 6.767 2.038
C -2.599 4.359 1.959
H -4.025 5.911 -0.729
C 3.372 -1.477 0.317
C -3.364 5.250 1.205
H 0.177 0.626 -0.893
H -1.690 -1.128 -2.235
H 2.567 -3.374 -0.273
N -0.205 -2.891 -0.897
H -3.730 3.224 5.062
H -0.425 4.687 3.505
O 0.023 -1.720 -0.659
P -2.708 4.614 3.815
*
```

---

Molecular formula: C23H17AuBrN2O
Method: DFT, ωB97M-V with the def2-TZVPD basis set

Its LUMO energy (spin up / spin down) is 2.54 / 2.55 eV. The calculation puts the energy above the lowest of the compared OMol25 structures with the same formula, charge and spin at 0.0 kcal/mol.

The geometry in ORCA input format:
```
! RIJCOSX wB97M-V def2-TZVPD def2/J DEFGRID3
* xyz -1 1
C 0.465 -0.263 5.429
C 0.348 3.057 0.867
N 0.045 2.216 -0.120
C 1.331 -0.519 3.157
H -1.101 7.908 -1.775
H -0.927 4.396 -2.449
C 3.968 -0.285 4.218
C 2.892 -0.169 5.043
C -3.022 1.670 -4.136
C 3.771 -0.564 2.848
H -3.165 2.183 -5.078
C -0.400 2.710 -1.270
H 4.976 -0.194 4.605
C 0.002 -0.597 2.611
H 4.618 -0.706 2.190
C -1.011 -0.592 3.552
C 2.503 -0.675 2.356
H -1.690 -1.206 -2.885
C -0.793 -0.446 4.942
H -3.942 3.194 -2.935
Br 2.352 -1.134 0.526
H -1.639 -0.449 5.621
H 3.027 0.012 6.104
C -3.295 1.575 -1.724
H 0.647 -0.099 6.486
N -0.853 6.933 -1.763
H 0.709 2.603 1.783
Au -0.733 -0.104 0.621
C -3.455 2.222 -2.933
H 0.452 5.100 1.564
C 1.570 -0.307 4.544
H -3.651 2.038 -0.812
C -0.262 4.947 -0.451
C 0.208 4.434 0.748
C -2.515 -0.354 -0.425
H -0.642 1.996 -2.046
H -2.043 -0.044 -4.991
H -1.333 6.331 -2.407
H -2.037 -0.678 3.209
C -2.643 0.304 -1.647
C -2.402 0.417 -4.076
C -2.203 -0.253 -2.890
C -0.568 4.074 -1.481
C -0.427 6.456 -0.559
O -0.161 7.190 0.370
*
```

---

Molecular formula: C23H17Br2N2O4SV
Method: DFT, ωB97M-V with the def2-TZVPD basis set

Its LUMO energy (spin up / spin down) is -11.40 / -10.80 eV. Its expectation value of S² is 0.762. The calculation puts the energy above the lowest of the compared OMol25 structures with the same formula, charge and spin at 0.0 kcal/mol.

The geometry in ORCA input format:
```
! RIJCOSX wB97M-V def2-TZVPD def2/J DEFGRID3
* xyz 3 2
C 3.038 3.113 0.666
C 3.154 3.970 1.746
C 2.859 -1.517 0.423
C 1.634 -3.124 1.571
V 0.370 -0.828 -0.178
C -3.440 -2.872 0.356
C -1.536 0.800 1.070
O 5.183 -3.696 1.926
C -3.621 -0.610 1.149
Br 0.156 -0.851 -2.424
H 6.163 -1.648 -3.764
C -4.206 -1.855 0.893
C 5.056 0.325 -1.257
N -1.530 -1.451 0.314
H 2.456 3.395 -0.202
C 3.718 1.884 0.701
H 5.122 -4.487 2.482
H 5.005 -1.659 0.434
C 6.181 -0.997 -2.901
C 4.473 1.487 1.819
H 8.321 -0.982 -2.764
H 2.663 4.933 1.726
O 2.583 -0.427 -0.373
Br -1.042 -3.970 -0.695
H -5.252 -2.023 1.115
C 4.059 -2.049 0.773
S 3.533 0.997 -0.755
H -3.863 -3.843 0.143
C 4.019 -3.193 1.593
H 3.990 4.256 3.694
C -2.098 -2.631 0.070
H 5.123 2.069 3.766
O -1.858 1.842 1.484
H 6.306 1.445 0.118
C 7.398 -0.615 -2.336
C 6.269 0.733 -0.694
C 4.999 -0.515 -2.378
N 1.657 -2.023 0.781
H 8.394 0.569 -0.847
H 4.051 -0.777 -2.830
H 2.729 -4.603 2.633
C 2.781 -3.726 2.002
C 3.904 3.585 2.849
O -0.177 0.536 0.647
C 7.443 0.252 -1.251
C 4.551 2.345 2.892
H -4.176 0.221 1.567
H 0.658 -3.501 1.843
H 4.987 0.538 1.838
C -2.296 -0.462 0.849
*
```

---

Molecular formula: C23H17BrCl3CoF13GeN3O6S2Sb
Method: DFT, ωB97M-V with the def2-TZVPD basis set

Its LUMO energy (spin up / spin down) is -2.72 / -3.17 eV. Its expectation value of S² is 0.763. The calculation puts the energy above the lowest of the compared OMol25 structures with the same formula, charge and spin at 53.6 kcal/mol.

The geometry in ORCA input format:
```
! RIJCOSX wB97M-V def2-TZVPD def2/J DEFGRID3
* xyz 0 2
C -1.295 -3.046 -6.603
H 0.200 -2.836 0.247
H 4.229 1.665 -0.105
C -2.313 -3.175 -5.644
H 0.694 -2.336 -7.038
O 0.207 -0.389 -0.412
H -2.951 -2.797 -3.619
Cl 1.567 3.705 6.183
C 0.550 -2.052 2.219
H -1.007 -1.019 3.263
H -1.499 -1.669 1.645
Br 5.516 1.268 -2.697
C 2.460 2.194 1.692
C 2.291 0.729 -0.193
H 2.544 3.011 0.976
C -2.160 -2.714 -4.352
H -0.545 -0.129 -1.007
F -3.052 0.478 3.833
C 1.418 -2.077 3.323
H 3.252 -2.840 4.147
N 1.149 -1.317 -4.436
N -0.450 -1.544 -2.903
C 3.838 0.748 -2.002
Cl 2.728 0.751 4.822
N -1.882 3.425 1.855
F -2.084 -1.114 -0.534
O -0.623 1.465 2.922
H 3.196 -0.208 -3.818
H -3.246 -3.644 -5.929
H 2.324 -4.143 0.183
C -0.682 -1.290 2.261
F -0.802 4.588 -1.571
F -3.552 2.326 4.818
F -4.182 2.015 2.786
F -1.861 5.650 -0.010
H 1.809 2.497 2.505
F -1.664 0.895 -1.729
H 3.435 1.930 2.098
C 3.520 1.107 -0.697
C 1.408 -0.002 -0.983
F -2.413 0.767 1.200
H -1.473 -3.420 -7.603
S -1.599 2.568 3.122
Sb -3.298 0.491 -0.658
H 1.156 -1.526 4.217
C 0.085 -1.966 -5.003
F -4.304 -0.720 0.416
C -1.001 4.683 -0.268
F 0.158 4.940 0.337
S -1.594 3.049 0.371
C 2.961 0.045 -2.796
C 2.585 -2.810 3.297
O -0.449 2.191 0.191
F 4.011 -4.243 2.116
Ge 0.821 1.847 5.293
C 0.806 -1.069 -3.193
H -0.982 -1.498 -2.045
C -0.943 -2.112 -4.051
F -4.903 1.491 -0.582
C 1.715 -0.346 -2.291
C 2.886 -3.527 2.151
Cl -0.058 0.672 6.941
F -3.869 -0.148 -2.344
O -1.219 3.392 4.225
C 2.051 -3.549 1.044
C -0.092 -2.445 -6.303
C 0.884 -2.819 1.085
Co -0.267 0.383 1.336
C -3.229 1.778 3.658
O -2.764 2.743 -0.432
O 1.851 1.053 1.076
*
```

---

What did the third record say?
Molecular formula: C23H16IN4O7PS
Method: DFT, ωB97M-V with the def2-TZVPD basis set

Its LUMO energy is -1.67 eV. Its structure (SMILES) is NP(O)c1c(I)ccc2c1C(=O)C(N=C=S)=CC2=O.O=[N+]([O-])c1ccccc1.O=[N+]([O-])c1ccccc1.

The geometry in ORCA input format:
```
! RIJCOSX wB97M-V def2-TZVPD def2/J DEFGRID3
* xyz 0 1
C 5.740 -1.179 0.011
O -1.140 2.408 -2.198
H -1.027 -5.313 -1.624
C -1.116 2.375 -0.984
C -1.889 3.361 -0.168
H 4.443 0.312 0.826
C -3.295 -3.773 -3.617
C 3.457 -2.765 -0.197
C -1.279 -3.198 -1.852
C -2.600 -4.806 -3.002
O 0.400 -3.815 -0.395
N 7.100 -2.985 -0.956
O 8.072 -2.268 -0.831
O 7.124 -4.103 -1.430
C -3.407 5.207 -0.190
O -0.937 2.212 3.108
C -2.971 -2.450 -3.346
C 4.680 -3.266 -0.614
C -1.036 2.322 1.913
C -0.342 1.349 -0.279
H -3.511 -1.647 -3.828
O -3.199 3.102 4.266
H -0.841 3.831 4.807
C -2.663 4.276 -0.870
C -1.954 -2.152 -2.454
C -1.856 3.382 1.235
N -1.055 4.686 4.301
H -2.687 4.237 -1.950
H 4.766 -4.264 -1.018
C -1.579 -4.523 -2.110
H 2.413 -1.089 0.635
N 0.434 0.355 1.754
H -2.853 -5.835 -3.216
C 4.511 -0.689 0.423
C -0.098 -0.589 2.301
C -0.310 1.327 1.049
H 6.635 -0.581 0.086
C 5.799 -2.461 -0.503
H -4.093 -4.000 -4.311
S -0.674 -1.840 3.014
I -4.556 6.767 2.038
C -2.599 4.359 1.959
H -4.025 5.911 -0.729
C 3.372 -1.477 0.317
C -3.364 5.250 1.205
H 0.177 0.626 -0.893
H -1.690 -1.128 -2.235
H 2.567 -3.374 -0.273
N -0.205 -2.891 -0.897
H -3.730 3.224 5.062
H -0.425 4.687 3.505
O 0.023 -1.720 -0.659
P -2.708 4.614 3.815
*
```